Formula: C5H9NO
Source: the OMol25 dataset
Level of theory: the ωB97M-V functional and the def2-TZVPD basis

Geometry as XYZ:
```
16
Properties=species:S:1:pos:R:3:mulliken_charge:R:1
C -1.37 1.11 1.44 -0.96
C -1.46 -0.22 0.71 0.30
O -2.47 -0.89 0.75 -0.57
C -0.26 -0.71 -0.04 0.05
C 1.13 -0.52 0.48 -0.40
N 0.65 0.27 -0.62 -0.24
C 1.20 -0.05 -1.92 -0.83
H -2.21 1.74 1.13 0.30
H -1.49 0.93 2.51 0.25
H -0.44 1.65 1.25 0.32
H -0.45 -1.64 -0.59 0.38
H 1.84 -1.32 0.27 0.28
H 1.29 0.01 1.42 0.21
H 2.17 0.45 -2.03 0.28
H 0.53 0.32 -2.70 0.28
H 1.35 -1.14 -2.07 0.32
```

HOMO level in eV: -9.38
Charge: 0
E_tot in eV: -8867.2461
LUMO in Eh: 0.03526
Max |F| in eV/Å: 0.46
SMILES: CC(=O)[C@@H]1CN1C

Formula: C5H9NO
Source: the OMol25 dataset
Level of theory: the ωB97M-V functional and the def2-TZVPD basis

Geometry as XYZ:
```
16
Properties=species:S:1:pos:R:3:mulliken_charge:R:1
C -1.72 1.25 0.68 -1.22
C -1.11 -0.12 0.70 0.69
O -1.99 -1.08 1.14 -0.54
C 0.15 -0.39 0.39 -0.04
C 1.34 -1.22 0.33 -0.29
N 1.34 0.22 -0.05 -0.39
C 1.43 0.42 -1.50 -0.85
H -2.53 1.26 1.41 0.40
H -0.97 1.99 0.96 0.31
H -2.13 1.52 -0.30 0.25
H -1.57 -1.94 1.08 0.29
H 1.48 -1.95 -0.46 0.26
H 1.89 -1.43 1.25 0.22
H 2.49 0.47 -1.79 0.29
H 0.96 1.38 -1.76 0.29
H 0.94 -0.38 -2.07 0.32
```

HOMO level in eV: -8.05
Charge: 0
E_tot in eV: -8866.2025
LUMO in Eh: 0.03061
Max |F| in eV/Å: 0.48
SMILES: C/C(O)=C1/CN1C

Formula: C5H9NO
Source: the OMol25 dataset
Level of theory: the ωB97M-V functional and the def2-TZVPD basis

Geometry as XYZ:
```
16
Properties=species:S:1:pos:R:3:mulliken_charge:R:1
C 0.55 -1.76 -0.47 -0.98
C 0.65 -0.38 -1.12 -0.46
N -0.65 0.31 -1.28 0.02
C -1.42 0.97 -0.45 -0.60
C -1.01 0.95 1.02 -0.31
C 0.31 1.47 1.55 0.09
O 1.29 1.79 0.93 -0.51
H 0.14 -1.70 0.54 0.28
H -0.07 -2.44 -1.06 0.31
H 1.55 -2.19 -0.39 0.31
H 1.07 -0.47 -2.12 0.39
H -1.00 0.29 -2.23 0.27
H 1.30 0.28 -0.55 0.23
H -1.11 -0.08 1.39 0.26
H -1.76 1.52 1.58 0.35
H 0.31 1.56 2.66 0.36
```

HOMO level in eV: -7.96
Charge: 0
E_tot in eV: -8865.9293
LUMO in Eh: 0.02953
Max |F| in eV/Å: 0.54

Formula: C5H9NO
Source: the OMol25 dataset
Level of theory: the ωB97M-V functional and the def2-TZVPD basis

Geometry as XYZ:
```
16
Properties=species:S:1:pos:R:3:mulliken_charge:R:1
C -2.01 -0.33 -0.33 -1.47
C -0.54 -0.55 0.07 0.60
C -0.49 -1.14 1.42 0.13
N -0.47 -1.58 2.49 -0.47
C 0.27 0.75 0.05 -0.68
C 1.78 0.51 0.07 -0.61
O 2.23 -0.08 -1.14 -0.51
H -2.05 0.03 -1.37 0.38
H -2.48 0.42 0.31 0.32
H -2.58 -1.26 -0.26 0.40
H -0.07 -1.26 -0.62 0.25
H 0.02 1.30 -0.87 0.32
H -0.02 1.39 0.89 0.36
H 2.04 -0.20 0.86 0.35
H 2.31 1.45 0.27 0.30
H 2.07 0.54 -1.85 0.33
```

HOMO level in eV: -10.77
Charge: 0
E_tot in eV: -8868.1551
LUMO in Eh: 0.02683
Max |F| in eV/Å: 1.14
SMILES: C[C@H](C#N)CCO

Formula: C5H9NO
Source: the OMol25 dataset
Level of theory: the ωB97M-V functional and the def2-TZVPD basis

Geometry as XYZ:
```
16
Properties=species:S:1:pos:R:3:mulliken_charge:R:1
C 2.51 0.18 -0.73 -0.30
N 1.62 -0.70 -0.54 -0.41
C 0.25 -0.37 -0.88 -0.79
C -0.61 -0.47 0.38 0.56
C -2.06 -0.01 0.12 -1.42
C -0.04 0.39 1.49 -0.11
O -0.07 0.11 2.66 -0.48
H 3.54 -0.02 -0.45 0.28
H 2.29 1.17 -1.17 0.26
H -0.11 -1.08 -1.62 0.37
H 0.16 0.65 -1.32 0.40
H -0.61 -1.50 0.74 0.24
H -2.09 1.05 -0.15 0.35
H -2.66 -0.16 1.02 0.38
H -2.51 -0.59 -0.69 0.35
H 0.38 1.37 1.15 0.32
```

HOMO level in eV: -9.71
Charge: 0
E_tot in eV: -8867.4280
LUMO in Eh: 0.03629
Max |F| in eV/Å: 0.51
SMILES: C=NC[C@H](C)C=O

Formula: C5H9NO
Source: the OMol25 dataset
Level of theory: the ωB97M-V functional and the def2-TZVPD basis

Geometry as XYZ:
```
16
Properties=species:S:1:pos:R:3:mulliken_charge:R:1
C 2.48 0.35 0.18 -0.71
O 1.11 0.64 0.28 -0.30
C 0.30 -0.51 0.27 -0.66
C -1.15 0.01 0.39 0.39
C -1.66 0.65 -0.90 -1.32
C -2.02 -1.94 0.30 -0.06
N -2.18 -0.99 0.99 -0.31
H 3.02 1.30 0.22 0.24
H 2.73 -0.16 -0.76 0.30
H 2.82 -0.28 1.02 0.29
H 0.55 -1.17 1.11 0.46
H 0.46 -1.09 -0.66 0.38
H -1.14 0.73 1.19 0.24
H -2.70 0.96 -0.78 0.39
H -1.04 1.53 -1.11 0.35
H -1.60 -0.03 -1.76 0.33
```

HOMO level in eV: -10.33
Charge: 0
E_tot in eV: -8865.7918
LUMO in Eh: 0.03163
Max |F| in eV/Å: 1.75

Formula: C5H9NO
Source: the OMol25 dataset
Level of theory: the ωB97M-V functional and the def2-TZVPD basis

Geometry as XYZ:
```
16
Properties=species:S:1:pos:R:3:mulliken_charge:R:1
C 0.29 -0.91 -0.01 -0.41
C 1.03 -1.85 0.83 -1.08
C 0.33 0.56 0.26 1.34
N 1.06 1.21 -0.82 -0.61
C -1.30 0.61 0.12 -0.69
C -1.97 1.02 -0.95 -0.74
O 0.62 0.85 1.50 -0.74
H -0.27 -1.31 -0.86 0.45
H 2.05 1.06 -0.69 0.27
H 0.85 2.20 -0.84 0.27
H -1.78 0.47 1.08 0.38
H 0.34 -2.36 1.51 0.27
H 1.49 -2.63 0.21 0.36
H 1.75 -1.32 1.46 0.33
H -1.48 1.15 -1.91 0.32
H -3.03 1.24 -0.90 0.29
```

HOMO level (spin up / spin down) in eV: -8.07 / -8.82
Charge: 0
E_tot in eV: -8864.0248
LUMO (spin up / spin down) in Eh: -0.05014 / -0.02967
Max |F| in eV/Å: 1.14

Formula: C5H9NO
Source: the OMol25 dataset
Level of theory: the ωB97M-V functional and the def2-TZVPD basis

Geometry as XYZ:
```
16
Properties=species:S:1:pos:R:3:mulliken_charge:R:1
C -0.58 -2.10 -1.11 -0.73
O -0.33 -1.22 -0.06 -0.29
C -0.64 0.10 -0.39 -0.80
C -0.08 0.92 0.78 0.66
C 1.37 0.57 1.06 -1.33
C -0.21 2.37 0.47 0.03
N -0.27 3.50 0.20 -0.46
H -0.27 -3.09 -0.75 0.24
H -0.01 -1.83 -2.01 0.31
H -1.65 -2.11 -1.36 0.29
H -1.73 0.24 -0.52 0.41
H -0.14 0.41 -1.32 0.36
H -0.73 0.75 1.66 0.26
H 1.69 1.05 1.98 0.38
H 1.57 -0.50 1.14 0.34
H 2.01 0.94 0.23 0.33
```

HOMO level in eV: -10.45
Charge: 0
E_tot in eV: -8867.6486
LUMO in Eh: 0.03042
Max |F| in eV/Å: 1.75
SMILES: COC[C@@H](C)C#N

Formula: C5H9NO
Source: the OMol25 dataset
Level of theory: the ωB97M-V functional and the def2-TZVPD basis

Geometry as XYZ:
```
16
Properties=species:S:1:pos:R:3:mulliken_charge:R:1
C -1.66 -1.11 0.22 -1.34
C -0.56 -0.33 -0.49 0.38
C -0.66 1.23 -0.49 -0.73
C 0.62 1.34 0.39 -0.47
C 0.78 -0.16 0.18 0.27
N 1.68 -1.04 0.07 -0.53
O 2.94 -0.64 0.51 -0.38
H -2.45 -1.35 -0.51 0.34
H -2.12 -0.56 1.05 0.34
H -1.26 -2.05 0.61 0.35
H -0.35 -0.83 -1.44 0.31
H -0.55 1.69 -1.48 0.28
H -1.57 1.62 -0.02 0.30
H 0.41 1.64 1.42 0.24
H 1.44 1.96 0.01 0.28
H 3.50 -1.31 0.10 0.37
```

HOMO level in eV: -9.37
Charge: 0
E_tot in eV: -8866.0750
LUMO in Eh: 0.03998
Max |F| in eV/Å: 0.58
SMILES: C[C@H]1CC/C1=N\O

Formula: C5H9NO
Source: the OMol25 dataset
Level of theory: the ωB97M-V functional and the def2-TZVPD basis

Geometry as XYZ:
```
16
Properties=species:S:1:pos:R:3:mulliken_charge:R:1
H -1.49 -0.35 2.34 0.27
N -1.89 0.43 1.84 -0.67
C -1.25 0.57 0.76 0.52
C -2.19 1.13 -0.30 -0.90
O -0.13 -0.20 0.55 -0.33
C 1.02 0.06 -0.24 -0.02
C 1.56 -1.08 -1.05 -0.52
C 2.28 -0.63 0.20 -0.53
H -2.08 2.18 -0.56 0.27
H -2.09 0.48 -1.16 0.30
H -3.20 0.99 0.11 0.29
H 1.09 1.07 -0.62 0.40
H 1.03 -2.02 -1.00 0.24
H 2.01 -0.86 -2.02 0.23
H 2.22 -1.29 1.06 0.23
H 3.23 -0.11 0.10 0.23
```

HOMO level in eV: -9.30
Charge: 0
E_tot in eV: -8866.2972
LUMO in Eh: 0.03562
Max |F| in eV/Å: 1.51
SMILES: [H]/N=C(/C)OC1CC1

These records have M values of 99.13, 99.13, 99.13, 99.13, 99.13, 99.13, 99.13, 99.13, 99.13, 99.13 g mol⁻¹, in the order they appear.
These records have energy above the lowest of the compared OMol25 structures with the same formula, charge and spin values of 1.966, 3.010, 3.283, 1.058, 1.785, 3.421, 5.188, 1.564, 3.138, 2.915 eV, in the order they appear.